Below is C5H7NO as an isolated structure, with properties calculated with ωB97M-V with the def2-TZVPD basis set.

For the HOMO energy, the calculation gives -0.290 Eh. Its orbital gap is 0.309 Ha.

Element x y z (Å)
C 1.124500 0.435321 1.955721
N 0.468689 0.542649 0.210485
C -0.786369 1.194202 0.051054
C -1.559932 0.448270 -0.762416
C -0.794037 -0.707709 -1.195063
C 0.420536 -0.601347 -0.609858
O 1.540330 -1.343694 -0.647750
H 1.444763 -0.620818 1.862178
H 0.142653 0.377809 2.458236
H 1.308892 1.113657 0.195205
H -0.976736 2.108229 0.593809
H -2.585517 0.660137 -1.040667
H -1.131507 -1.500996 -1.850907
H 1.383735 -2.105710 -1.220026

Atomic forces in eV per Å
C -0.353 -0.341 -0.035
N 0.043 -0.038 0.064
C -0.117 0.013 0.002
C 0.075 0.124 0.139
C 0.157 -0.035 0.081
C -0.203 0.043 0.062
O -0.069 -0.098 -0.139
H -0.026 0.204 0.043
H 0.066 -0.043 -0.097
H 0.010 0.105 -0.359
H 0.042 -0.137 -0.085
H 0.208 -0.010 0.092
H 0.083 0.129 0.143
H 0.084 0.085 0.089

Results of the Mulliken charge analysis, in e, for atoms 1 through 8: -0.61, -0.13, -0.64, -0.40, -0.49, 0.43, -0.47, 0.13